(1)
A molecular structure, C35H33BrFN2O4OsSi, computed with ωB97M-V/def2-TZVPD.

XYZ file:
```
78
Properties=species:S:1:pos:R:3:forces:R:3
Os -1.3547 -0.6637 -0.7977 -0.370 0.162 0.140
C 3.9023 1.1522 4.3266 -0.019 0.014 -0.008
C 4.4592 0.3070 3.1907 -0.036 0.004 -0.009
C 5.7211 0.9215 2.6132 -0.022 0.051 -0.074
C 6.2639 0.0762 1.4751 -0.057 -0.011 -0.015
C 5.2129 -0.0757 0.4106 0.044 0.026 0.097
C 5.5473 -0.2441 -0.9092 0.034 -0.008 -0.018
C 4.5534 -0.3828 -1.8802 0.080 0.014 -0.008
F 4.9337 -0.5439 -3.1508 0.010 0.004 0.009
C 3.2294 -0.3582 -1.5694 -0.104 0.015 0.022
C 2.8613 -0.1875 -0.2233 0.034 -0.001 -0.065
C 1.4679 -0.1983 0.1396 -0.135 0.017 -0.242
O 0.6197 -0.3280 -0.8343 0.106 -0.102 -0.079
C 1.1339 -0.0894 1.4829 -0.049 0.004 0.065
C 2.1616 0.0752 2.3968 -0.016 0.031 0.006
N 3.4487 0.1262 2.0919 0.046 -0.055 -0.045
C 3.8465 -0.0384 0.7625 0.010 -0.010 0.166
C -0.2648 -0.0471 2.0707 0.009 0.046 0.039
O -0.3635 0.1160 3.2692 -0.046 -0.035 -0.030
O -1.2735 -0.1427 1.2588 0.016 0.084 0.104
H 4.7251 1.4142 4.9903 -0.009 -0.012 0.007
H 3.1575 0.6332 4.9273 0.020 0.011 -0.005
H 3.4651 2.0775 3.9456 0.029 -0.007 0.017
H 4.6934 -0.6937 3.5625 -0.007 -0.044 -0.043
H 6.4529 1.0074 3.4148 0.004 0.005 0.008
H 5.4979 1.9328 2.2581 0.025 0.002 0.032
H 6.5461 -0.9108 1.8541 0.016 -0.002 -0.011
H 7.1609 0.5214 1.0466 0.000 0.000 -0.002
H 6.5873 -0.2727 -1.2108 -0.025 0.005 -0.016
H 2.4720 -0.4694 -2.3310 0.004 -0.006 0.005
H 1.8751 0.1830 3.4322 0.009 0.007 -0.010
C -4.4370 -1.9730 -2.6911 0.014 -0.266 -0.081
Si -4.6061 -1.5027 -0.8945 0.340 0.343 -0.130
C -6.4091 -1.0771 -0.7316 -0.121 0.249 0.063
C -4.2306 -2.6148 0.5456 0.000 -0.110 0.083
N -3.2989 -0.2102 -0.7766 0.115 -0.079 0.231
C -3.5819 1.1471 -0.5379 -0.217 -0.099 -0.090
C -4.8465 1.6358 -0.1772 0.067 -0.192 0.053
C -5.0726 2.9787 0.0485 0.102 0.096 -0.015
C -4.0390 3.8942 -0.0912 -0.094 -0.008 0.021
C -2.7814 3.4536 -0.4696 0.074 0.074 -0.024
C -2.5806 2.1086 -0.6903 0.033 0.034 0.060
O -1.3489 1.5913 -1.0909 -0.052 0.015 -0.031
C -0.2803 2.4944 -1.2650 -0.070 -0.202 -0.093
C -0.0380 2.9741 -2.5337 0.097 -0.046 -0.101
C 1.0363 3.8340 -2.7187 0.032 0.014 0.029
C 1.8346 4.1958 -1.6406 -0.035 -0.018 -0.026
C 1.5525 3.7098 -0.3701 0.007 0.008 0.004
C 0.4796 2.8514 -0.1728 0.046 0.125 0.072
H -4.9341 -2.9165 -2.9351 0.020 0.037 0.004
H -3.4084 -2.0215 -3.0459 -0.015 0.016 -0.054
H -4.9459 -1.1849 -3.2524 0.010 -0.002 -0.014
H -6.9289 -2.0211 -0.9292 0.015 0.009 -0.008
H -6.7628 -0.3489 -1.4637 -0.002 -0.052 0.022
H -6.7021 -0.7511 0.2672 -0.039 -0.067 -0.021
H -4.6259 -3.6273 0.4298 -0.011 0.050 -0.016
H -4.7253 -2.1608 1.4091 0.002 -0.041 0.012
H -3.1699 -2.6836 0.7750 -0.056 -0.030 0.061
H -5.6600 0.9441 -0.0540 0.015 0.048 0.052
H -6.0593 3.3103 0.3410 0.002 -0.008 -0.001
H -4.2038 4.9470 0.0927 -0.004 -0.014 -0.009
H -1.9656 4.1529 -0.5863 -0.022 -0.002 -0.019
H -0.6724 2.6747 -3.3583 0.003 -0.002 0.027
H 1.2458 4.2216 -3.7067 0.009 -0.001 0.013
H 2.6685 4.8686 -1.7895 -0.004 -0.008 0.002
H 2.1595 4.0090 0.4751 -0.009 0.007 -0.017
H 0.2141 2.4944 0.8121 -0.008 -0.055 0.050
Br -0.1036 -7.2887 -0.6872 0.016 -0.054 0.000
C -0.4769 -5.4488 -0.7836 -0.014 0.003 -0.003
C -1.7288 -5.0181 -1.1866 -0.024 0.028 -0.034
C -1.9995 -3.6620 -1.2487 0.022 -0.048 -0.170
C -1.0490 -2.6892 -0.9118 0.126 0.041 0.039
C 0.2171 -3.1730 -0.5222 -0.144 -0.162 -0.035
C 0.5010 -4.5268 -0.4550 0.021 0.073 0.020
H -2.4919 -5.7363 -1.4543 0.006 0.006 0.002
H -2.9866 -3.3850 -1.5737 0.080 -0.027 -0.007
H 1.0194 -2.5077 -0.2655 0.081 0.112 0.044
H 1.4833 -4.8595 -0.1484 -0.011 -0.004 -0.002
```
Forces are in eV/Å.

For the largest force on an atom, the calculation gives 0.5 eV/A. Its highest occupied orbital energy (alpha / beta) is -0.3857 / -0.4004 hartree. The orbital gap (alpha / beta) is 0.2660 / 0.2420 hartree. The calculation puts the LUMO energy (alpha / beta) at -3.257 / -4.312 eV. As for the expectation value of S²: 6.04. As for the multiplicity: 5. As for the charge: +1.

Calculated atomic charges, method Mulliken, unit e: Os 2.442; C -1.767; C 0.468; C -0.958; C -1.135; C 1.112; C -0.683; C -0.110; F -0.357; C -0.969; C 0.301; C 1.161; O -2.006; C -0.013; C -0.477; N 0.225; C -0.186; C -0.125; O -0.738; O -0.550; H 0.429; H 0.533; H 0.380; H 0.149; H 0.399; H 0.317; H 0.334; H 0.469; H 0.526; H 0.698; H 0.735; C -1.164; Si 0.050; C -1.371; C -1.026; N 0.710; C 0.393; C -0.314; C -1.146; C -0.803; C -0.601; C 0.899; O -0.645; C -0.587; C -0.051; C -0.851; C -0.562; C -1.031; C 0.541; H 0.396; H 0.458; H 0.381; H 0.416; H 0.377; H 0.391; H 0.355; H 0.421; H 0.413; H 0.317; H 0.441; H 0.428; H 0.539; H 0.517; H 0.448; H 0.447; H 0.499; H 0.654; Br -0.156; C -0.028; C -0.956; C 0.687; C -0.168; C -0.033; C -0.966; H 0.452; H 0.297; H 0.430; H 0.495

(2)
A molecular structure, C35H33BrGeN5ORhS in a non-equilibrium geometry, computed with ωB97M-V/def2-TZVPD.

XYZ file:
```
78
Properties=species:S:1:pos:R:3:forces:R:3
Rh -0.3907 0.0749 -0.1293 1.555 1.160 0.392
C 3.7783 -0.0334 -1.1171 -0.192 0.055 0.098
C 2.2909 0.0167 -1.1241 1.117 0.059 -2.010
N 1.5875 0.0336 0.0385 -1.774 0.350 2.057
N 2.0702 -0.0513 1.2348 1.310 -0.018 -0.588
C 1.1310 -0.1684 2.1770 -1.019 -0.048 -0.444
O -0.1103 -0.2918 1.8306 -0.066 -0.293 0.719
C 1.5111 -0.1473 3.5731 0.014 0.035 0.353
C 0.5157 -0.1734 4.5581 -0.022 -0.019 -0.217
C 0.8699 -0.1134 5.8900 0.004 -0.010 0.096
C 2.2080 -0.0288 6.2517 -0.004 0.015 -0.100
C 3.1979 0.0030 5.2789 0.055 -0.009 0.034
C 2.8576 -0.0520 3.9435 -0.168 -0.007 -0.122
C 1.4934 0.0897 -2.2760 0.261 -0.061 0.346
C 2.0166 0.0799 -3.5941 0.053 -0.007 0.303
C 1.1797 0.1849 -4.6666 -0.397 0.057 0.064
C -0.2025 0.3269 -4.4420 0.343 0.028 -0.127
C -0.6733 0.3037 -3.1474 -0.325 0.016 -0.086
N 0.1182 0.1626 -2.0884 -0.040 -0.230 -0.519
H 4.1377 -0.0096 -0.0921 0.043 -0.010 -0.034
H 4.1757 0.8278 -1.6521 0.107 0.052 -0.036
H 4.1447 -0.9376 -1.6013 0.004 -0.089 -0.040
H -0.5229 -0.2225 4.2586 -0.009 -0.033 -0.011
H 0.1080 -0.1226 6.6559 -0.058 -0.008 0.007
H 2.4816 0.0263 7.2927 0.026 -0.005 0.151
H 4.2353 0.0803 5.5655 0.086 0.006 0.031
H 3.6086 -0.0080 3.1708 0.112 -0.013 -0.015
H 3.0813 -0.0119 -3.7179 0.169 -0.015 -0.074
H 1.5658 0.1663 -5.6744 0.056 0.023 -0.044
H -0.8897 0.4551 -5.2608 -0.105 -0.027 -0.054
H -1.7372 0.3911 -2.9501 0.126 -0.039 0.007
C -3.9415 1.6361 -0.5070 0.636 -0.280 0.092
Ge -2.8442 0.0256 -0.0351 -3.113 -0.203 0.480
C -3.4959 -1.3854 -1.3293 0.809 0.487 0.350
C -2.6431 -2.1591 -2.1043 0.217 0.118 0.062
C -3.1547 -3.0173 -3.0635 0.041 -0.071 -0.054
C -4.5224 -3.1088 -3.2535 -0.022 -0.082 0.003
C -5.3761 -2.3488 -2.4725 -0.184 -0.052 -0.037
C -4.8662 -1.4920 -1.5147 -0.055 0.247 0.228
C -3.3498 -0.4489 1.8581 0.656 0.527 -1.030
C -4.0221 0.5038 2.5853 0.095 0.063 -0.378
C -4.4761 0.2354 3.8806 -0.107 -0.123 0.348
C -4.2238 -0.9772 4.4625 -0.054 0.281 -0.096
C -3.5090 -1.9712 3.7629 0.160 -0.075 -0.331
C -3.2450 -3.2332 4.3356 0.104 -0.152 -0.075
C -2.5561 -4.1897 3.6421 -0.171 0.101 0.310
C -2.0841 -3.9161 2.3525 0.067 0.193 -0.319
C -2.3109 -2.6968 1.7735 0.108 -0.156 -0.083
C -3.0430 -1.6995 2.4458 -0.100 -0.203 0.309
H -4.9981 1.3764 -0.4815 -0.033 -0.197 0.044
H -3.7022 1.9783 -1.5114 0.081 -0.023 -0.053
H -3.7633 2.4600 0.1781 0.098 0.004 0.029
H -1.5689 -2.0845 -1.9631 -0.076 -0.114 -0.046
H -2.4838 -3.6051 -3.6728 0.076 -0.065 -0.071
H -4.9241 -3.7770 -3.9997 -0.040 -0.037 -0.098
H -6.4444 -2.4112 -2.6160 -0.095 -0.046 0.006
H -5.5358 -0.9032 -0.9032 -0.157 0.033 -0.023
H -4.2300 1.4702 2.1500 0.006 0.097 0.005
H -5.0248 0.9972 4.4121 -0.057 0.052 0.099
H -4.5626 -1.1825 5.4673 -0.048 -0.042 0.098
H -3.6101 -3.4303 5.3297 -0.067 -0.076 0.203
H -2.3739 -5.1585 4.0799 0.003 -0.104 0.096
H -1.5474 -4.6877 1.8209 0.073 -0.026 -0.102
H -1.9249 -2.4735 0.7849 0.028 -0.135 -0.047
Br -0.5504 2.6806 0.1877 -0.024 -0.854 -0.123
C -0.6250 -5.3951 -1.6869 -0.399 0.065 -0.546
N 0.1074 -5.2913 -0.4576 0.472 0.355 0.692
C 0.2501 -6.2655 0.4962 0.184 -0.348 0.582
C 0.9563 -5.7411 1.5242 -0.150 -0.443 0.012
N 1.2490 -4.4413 1.1902 -0.290 -0.227 -0.330
C 0.7239 -4.1697 -0.0270 0.048 0.455 -0.142
S 0.8528 -2.7388 -0.8929 0.032 0.545 -0.199
H -0.6282 -6.4251 -2.0305 0.061 -0.070 0.052
H -0.1503 -4.7596 -2.4332 -0.014 -0.061 0.035
H -1.6552 -5.0592 -1.5489 0.064 -0.003 0.004
H -0.1485 -7.2502 0.3625 -0.078 -0.161 0.021
H 1.2571 -6.1786 2.4541 0.067 -0.094 0.097
H 1.7637 -3.7782 1.7507 -0.116 -0.014 -0.209
```
Forces are in eV/Å.

For the largest force on an atom, the calculation gives 3.2 eV/A. The energy above the lowest of the compared OMol25 structures with the same formula, charge and spin comes out at 2.3106 eV. Its highest occupied orbital energy (alpha / beta) is -0.3342 / -0.3861 hartree. The orbital gap (alpha / beta) is 0.2356 / 0.1738 hartree. The calculation puts the LUMO energy (alpha / beta) at -2.683 / -5.775 eV. As for the expectation value of S²: 8.79. As for the multiplicity: 6. As for the charge: +1.

Calculated atomic charges, method Mulliken, unit e: Rh 0.327; C -1.647; C 0.316; N 1.135; N -1.095; C 0.292; O -0.143; C 0.408; C -0.451; C -0.754; C -0.411; C -0.751; C -0.348; C 0.895; C -1.125; C -0.489; C -1.117; C -0.254; N 0.320; H 0.356; H 0.372; H 0.340; H 0.505; H 0.449; H 0.414; H 0.422; H 0.481; H 0.512; H 0.441; H 0.484; H 0.562; C -1.492; Ge 2.048; C 0.344; C 0.390; C -0.995; C -0.599; C -0.730; C -0.497; C 0.297; C -0.496; C -0.963; C -0.869; C 0.875; C -0.931; C -0.907; C -0.634; C 0.172; C -0.045; H 0.469; H 0.357; H 0.465; H 0.190; H 0.529; H 0.407; H 0.422; H 0.308; H 0.331; H 0.436; H 0.448; H 0.436; H 0.449; H 0.460; H -0.079; Br -0.356; C -0.989; N 0.268; C -0.205; C -0.765; N 0.259; C -0.357; S -0.048; H 0.391; H 0.328; H 0.382; H 0.450; H 0.424; H 0.176

Going through the records in order, we get molar mass values of 862.88; 827.17 u.
Going through the records in order, we get E values of -4817.8581; -6861.9175 a.u..